# 1
{"formula": "C5H15NO2", "method": "wB97M-V/def2-TZVPD", "charge": 1, "e_homo_ev": [-14.6, -14.7], "gap_ha": [0.41215, 0.26493], "lumo_energy_ev": [-3.392, -7.460], "e_tot_ev": -11005.0066, "e_above_lowest_kj_mol": 85.1, "multiplicity": 2, "elements": ["C", "C", "C", "N", "C", "C", "H", "H", "H", "H", "H", "H", "H", "H", "H", "H", "H", "H", "H", "O", "H", "H", "O"], "coordinates": [[0.29, -0.98, 2.52], [-0.29, -1.39, 1.20], [-0.89, -0.52, 0.34], [-1.53, -0.84, -0.86], [-1.23, 0.01, -2.04], [0.17, -0.20, -2.62], [1.37, -1.36, 2.66], [0.33, 0.10, 2.62], [-0.23, -1.43, 3.34], [-0.29, -2.43, 0.93], [-0.90, 0.56, 0.53], [-1.47, -1.84, -1.13], [-1.41, 1.10, -1.71], [-2.00, -0.21, -2.83], [0.31, 0.48, -3.46], [0.27, -1.27, -2.94], [0.97, 0.03, -1.87], [1.70, 1.04, 0.61], [1.49, -0.43, 0.31], [2.16, 0.30, 0.27], [0.10, 3.11, 0.32], [0.96, 3.35, 1.55], [0.49, 2.65, 1.07]]}

# 2
{"formula": "C5H15NO3", "method": "wB97M-V/def2-TZVPD", "smiles": "CCCNCC=O.O.O", "e_homo_ev": -9.4, "gap_ha": 0.37255, "lumo_energy_ev": 0.784, "e_tot_ev": -13058.3267, "e_above_lowest_kj_mol": 333.2, "elements": ["C", "C", "C", "N", "C", "C", "O", "H", "H", "H", "H", "H", "H", "H", "H", "H", "H", "H", "O", "H", "H", "O", "H", "H"], "coordinates": [[2.58, -1.50, 0.36], [1.14, -1.16, 0.58], [0.58, 0.31, 0.19], [0.26, 0.21, -1.32], [-0.70, 1.31, -1.60], [-1.89, 0.60, -2.35], [-2.99, 0.59, -1.89], [2.63, -2.51, 0.84], [3.28, -0.84, 0.67], [2.74, -1.77, -0.69], [1.05, -1.07, 1.68], [0.43, -1.86, 0.15], [1.50, 1.06, 0.25], [-0.37, 0.47, 0.81], [1.13, 0.33, -1.78], [-0.36, 2.14, -2.18], [-1.23, 1.75, -0.75], [-1.58, 0.25, -3.35], [0.01, 2.06, 2.91], [0.51, 1.34, 3.15], [-0.49, 1.72, 2.10], [-2.46, -1.14, 1.01], [-3.26, -1.51, 1.19], [-2.54, -0.77, 0.02]]}

# 3
{"formula": "C5H15NOS", "method": "wB97M-V/def2-TZVPD", "smiles": "CSCC[C@@H](C)N.O", "e_homo_ev": -8.6, "gap_ha": 0.34275, "lumo_energy_ev": 0.733, "e_tot_ev": -19799.8993, "e_above_lowest_kj_mol": 138.7, "elements": ["C", "S", "C", "C", "C", "C", "N", "H", "H", "H", "H", "H", "H", "H", "H", "H", "H", "H", "H", "H", "O", "H", "H"], "coordinates": [[0.86, 2.37, -1.20], [2.08, 1.13, -1.12], [2.12, 0.55, 0.62], [1.32, -0.76, 0.71], [-0.14, -0.80, 0.15], [-0.78, -2.15, 0.33], [-1.00, 0.17, 0.85], [1.32, 3.29, -1.61], [-0.06, 2.29, -1.74], [0.30, 2.60, -0.23], [1.55, 1.24, 1.28], [3.23, 0.39, 0.84], [1.83, -1.40, 0.07], [1.37, -1.02, 1.75], [-0.17, -0.63, -0.99], [-0.76, -2.67, -0.60], [-0.17, -2.67, 1.04], [-1.86, -2.15, 0.68], [-0.95, 1.15, 0.55], [-0.99, 0.09, 1.85], [-3.37, -0.52, -1.20], [-2.80, 0.18, -1.61], [-2.94, -0.68, -0.41]]}

Repeat the second record exactly.
{"formula": "C5H15NO3", "method": "wB97M-V/def2-TZVPD", "smiles": "CCCNCC=O.O.O", "e_homo_ev": -9.4, "gap_ha": 0.37255, "lumo_energy_ev": 0.784, "e_tot_ev": -13058.3267, "e_above_lowest_kj_mol": 333.2, "elements": ["C", "C", "C", "N", "C", "C", "O", "H", "H", "H", "H", "H", "H", "H", "H", "H", "H", "H", "O", "H", "H", "O", "H", "H"], "coordinates": [[2.58, -1.50, 0.36], [1.14, -1.16, 0.58], [0.58, 0.31, 0.19], [0.26, 0.21, -1.32], [-0.70, 1.31, -1.60], [-1.89, 0.60, -2.35], [-2.99, 0.59, -1.89], [2.63, -2.51, 0.84], [3.28, -0.84, 0.67], [2.74, -1.77, -0.69], [1.05, -1.07, 1.68], [0.43, -1.86, 0.15], [1.50, 1.06, 0.25], [-0.37, 0.47, 0.81], [1.13, 0.33, -1.78], [-0.36, 2.14, -2.18], [-1.23, 1.75, -0.75], [-1.58, 0.25, -3.35], [0.01, 2.06, 2.91], [0.51, 1.34, 3.15], [-0.49, 1.72, 2.10], [-2.46, -1.14, 1.01], [-3.26, -1.51, 1.19], [-2.54, -0.77, 0.02]]}